Molecular formula: C12H33LiN3O3
Method: DFT, wB97M-V/def2-TZVPD

Total charge: +1
Max |F|: 2.42 eV/Å
ΔE to the lowest compared entry with this formula, charge and spin: 1.956 eV
DFT total energy: -874.3171 a.u.
E_HOMO: -12.10 eV

Last column: Mulliken charge in e.
Cartesian coordinates (Å):
N (1.84437, -0.82587, 0.81112)  -0.65
H (0.00812, -0.14801, 3.62678)  0.45
C (-3.68438, -2.97107, 0.84018)  -0.75
H (1.87287, -2.22207, 3.92323)  0.40
C (0.40836, 2.88295, -1.58763)  0.35
C (1.18545, -1.09920, 2.09048)  0.79
H (-1.97821, 0.66200, 3.24514)  0.43
H (-0.10894, -1.39801, -2.61445)  0.11
C (-1.14078, -1.74672, -2.57170)  -1.39
H (0.46051, 4.98243, -0.77154)  0.37
H (-0.66951, 3.28546, -0.03498)  0.27
H (3.09802, -1.21877, 3.13616)  0.42
C (0.55836, 0.14073, 2.73125)  -1.14
N (-1.25880, -0.38089, -0.76005)  -0.08
H (0.89366, 3.05691, 0.26294)  0.28
H (-1.62388, -0.97203, -3.16714)  0.40
C (0.42236, 4.40865, -1.69751)  -1.38
H (2.21747, -1.67521, 0.41171)  0.27
H (-1.18720, 2.23051, 3.01561)  0.34
H (-0.49261, 4.65314, -2.23711)  0.36
H (2.61656, -1.00031, -1.93816)  0.26
H (-2.83190, -1.65215, -1.27697)  0.33
O (-2.25743, -2.90495, 1.01446)  -0.37
H (-1.23533, -2.72919, -3.03422)  0.41
H (-1.63701, -3.75812, -0.75620)  0.49
H (0.49070, -1.93082, 1.97283)  -0.03
H (-1.55411, -0.22754, 0.19357)  0.10
H (-3.89910, -3.45346, -0.11340)  0.35
H (-0.43717, -2.98713, 0.14498)  0.23
C (2.75462, 0.06002, -2.14965)  -0.95
H (3.53651, 0.42394, -1.48308)  0.39
H (-4.01597, -1.93321, 0.87164)  0.26
H (1.99975, 2.49807, -3.06542)  0.44
H (3.20769, 0.11832, -3.13932)  0.37
O (1.52564, 0.79820, -2.06871)  -0.19
C (2.22272, -1.84467, 2.96236)  -1.70
H (2.40473, 2.53488, -1.29007)  0.40
O (-0.48117, 0.56376, 1.84653)  0.05
H (-0.35509, 2.49319, -2.26093)  0.29
H (-4.32705, -3.43762, 1.58676)  0.27
C (-1.74329, -1.64530, -1.22244)  0.58
H (2.50114, -2.75158, 2.42562)  0.42
H (-1.64203, 0.38598, -1.29405)  0.19
C (-1.47035, -2.85137, -0.17471)  -0.93
N (0.08312, 2.62268, -0.15486)  -0.57
Li (0.54291, 0.48819, -0.11144)  0.84
C (1.70143, 2.21079, -2.05716)  -1.02
H (2.63979, -0.21325, 0.92107)  0.28
H (1.30186, 0.85143, 3.09212)  0.37
C (-1.50528, 1.31691, 2.51335)  -1.07
H (-2.21268, 1.63158, 1.74611)  0.26
H (1.25054, 4.67780, -2.35308)  0.39

Molecular formula: C6H9BF4IrN2O6S
Method: DFT, wB97M-V/def2-TZVPD

Total charge: -1
Max |F|: 1.24 eV/Å
ΔE to the lowest compared entry with this formula, charge and spin: 0.000 eV
DFT total energy: -1722.1790 a.u.
E_HOMO: -6.46 eV

Last column: Mulliken charge in e.
Cartesian coordinates (Å):
H (2.92773, -0.72493, -0.39364)  0.31
Ir (-0.00563, -0.97752, -0.64356)  1.26
C (-0.05921, 1.00048, 1.46819)  -0.51
C (1.35234, 0.46491, 1.28910)  -0.65
O (-1.23335, -1.84002, 0.78264)  -0.66
O (3.00614, 0.95849, -2.13912)  -0.50
C (2.52386, -1.49138, 0.27051)  -0.57
O (2.97185, -3.60601, -0.74864)  -0.67
H (1.81101, 1.00331, 0.46037)  0.50
N (0.77425, -0.22050, -2.23178)  -0.15
F (0.21687, 4.24622, -2.48223)  -0.34
H (3.24965, -1.74288, 1.04388)  0.39
O (-1.29816, -2.37483, 2.95955)  -0.70
C (2.16057, -2.72566, -0.57881)  0.72
H (1.16871, -1.54112, 2.92918)  0.33
F (-0.98213, 2.42209, -1.71474)  -0.47
F (0.79198, 3.20677, -0.50230)  -0.34
C (-0.71619, -2.04343, 1.94593)  0.59
H (-0.04011, 2.06789, 1.67805)  0.47
O (0.94357, -2.71558, -1.05967)  -0.71
B (-0.26610, 3.63550, -1.34741)  0.50
H (-0.59203, 0.48978, 2.27109)  0.35
H (1.21604, -2.86919, 1.75596)  0.42
H (-0.73433, 1.54470, -0.38173)  0.41
H (1.97219, 0.56193, 2.18362)  0.35
N (1.26851, -0.96717, 0.87854)  -0.11
C (0.80312, -1.88152, 1.96143)  -0.52
O (-0.82224, 0.77052, 0.26885)  -0.57
S (1.77784, 0.66150, -2.87865)  0.27
F (-1.12617, 4.44979, -0.62004)  -0.37